1.
Formula: C15H14AlN2O6
Source: the Open Molecules 2025 dataset
Level of theory: ωB97M-V/def2-TZVPD

Geometry as ORCA input:
```
! wB97M-V def2-TZVPD RIJCOSX def2/J DEFGRID3
* xyz 3 1
O 0.0000 -0.0012 -4.0085
C 0.0001 -0.0006 -2.8577
Al 0.0143 -0.0012 0.0046
O -1.6025 -2.7087 0.0930
C -1.0146 -1.7329 -0.0448
C 1.0249 1.7221 -0.0098
O 1.6036 2.7038 0.0979
C -1.7200 1.0319 -0.0352
O -2.7032 1.6048 0.0977
C 1.7300 -1.0190 -0.0180
O 2.7057 -1.6042 0.1006
C 3.6985 1.0333 7.6675
C 2.2096 0.9373 7.8417
N 1.4656 0.1705 6.7522
C 0.8895 -1.1281 7.1705
C -0.2127 -1.0077 8.2002
C 1.5303 0.7112 5.4563
O 2.2405 1.6659 5.1812
C 0.5906 0.1601 4.3849
C -0.7203 -0.1681 4.7916
C -1.6413 -0.5214 3.8449
C -1.3355 -0.4719 2.4930
N -0.1044 -0.0885 2.1553
C 0.8718 0.2629 3.0200
H 4.1221 0.0404 7.6304
H 4.1091 1.5462 8.5265
H 3.9609 1.5775 6.7746
H 1.9943 0.4279 8.7794
H 1.7475 1.9310 7.9048
H 0.5468 -1.6384 6.2734
H 1.7128 -1.7301 7.5757
H -1.0399 -0.3908 7.8621
H -0.5997 -2.0002 8.3876
H 0.1490 -0.6052 9.1386
H -1.0038 -0.1559 5.8416
H -2.6595 -0.8095 4.1321
H -2.1148 -0.7098 1.7783
H 1.8418 0.6027 2.6341
*
```

Output
Max |F| = 0.090 Eh/bohr
Orbital gap (spin up / spin down) = 9.195 / 3.515 eV

2.
Formula: C4H36O15
Source: the Open Molecules 2025 dataset
Level of theory: ωB97M-V/def2-TZVPD

Geometry as ORCA input:
```
! wB97M-V def2-TZVPD RIJCOSX def2/J DEFGRID3
* xyz 0 1
C -1.6024 0.3540 0.3209
C -0.2952 0.8511 -0.2388
C -0.1244 1.2067 -1.5172
O -1.1907 1.1027 -2.3767
C 1.2208 1.4168 -2.1224
H -2.3543 1.1483 0.3511
H -1.4214 -0.1366 1.2686
H -2.0931 -0.3276 -0.3783
H 0.6103 0.6885 0.3128
H -0.8634 1.0213 -3.2893
H 2.0425 1.4650 -1.4111
H 1.4421 2.2152 -2.8357
H 1.4157 0.5224 -2.7297
H 0.1330 -1.0296 -4.0705
H -0.7416 -0.8717 -5.2052
O -0.2346 -0.2820 -4.6238
H 1.0021 4.0706 0.9326
H 2.1998 3.5098 0.0507
O 1.9681 4.0236 0.8253
H -0.2313 -1.7425 3.6825
H -1.0609 -2.6628 2.6687
O -1.1096 -1.9636 3.3245
H 0.4156 -2.2269 -2.6891
H 1.9097 -1.7338 -2.6415
O 1.2030 -2.0301 -3.2403
H -3.6829 -1.6397 2.1453
H -2.8182 -1.4197 3.3395
O -3.4877 -0.9528 2.7919
H 1.1822 2.0214 2.1817
H -0.0606 1.4863 2.9476
O 0.8975 1.3733 2.8398
H 0.0528 -2.2294 -0.2032
H 1.4487 -2.2715 0.3594
O 0.5305 -2.4014 0.6251
H 4.0112 -0.9653 -1.7574
H 3.6187 -2.1623 -0.8056
O 3.6181 -1.8390 -1.7088
H -1.3469 4.2801 1.8738
H -1.0726 3.2421 0.7498
O -0.6665 3.7274 1.4783
H -2.1219 -0.6116 -3.5613
H -2.7531 -0.3645 -2.2197
O -2.7431 -1.0088 -2.9382
H -1.4905 1.6348 4.6122
H -2.4843 0.8066 3.7517
O -1.9627 1.6208 3.7736
H 3.7927 0.1188 1.0651
H 2.2787 0.5096 0.8809
O 3.0610 0.1663 0.4441
H -1.7490 -2.2260 -2.2186
H -1.2929 -3.7373 -1.7741
O -1.0800 -2.8039 -1.7943
H 1.0323 -1.5271 2.4562
H 1.5875 -0.2341 3.0456
O 1.4613 -1.1821 3.2513
*
```

Output
Energy above the lowest of the compared OMol25 structures with the same formula, charge and spin = 102.7 kJ/mol
Max |F| = 0.033 Eh/bohr
Orbital gap = 8.908 eV

3.
Formula: C35H52AsP3ReS
Source: the Open Molecules 2025 dataset
Level of theory: ωB97M-V/def2-TZVPD

Geometry as ORCA input:
```
! wB97M-V def2-TZVPD RIJCOSX def2/J DEFGRID3
* xyz 4 4
Re 0.3691 -0.5343 -0.2520
P -1.7948 0.1025 0.1087
P 1.3560 -0.2717 1.8294
P -0.3685 -2.7018 0.4547
H 1.3007 1.0518 -2.5000
C 1.0592 -0.0072 -2.3294
C -0.3163 -0.4841 -2.3876
H -1.1249 0.1996 -2.6800
C -2.5880 1.6556 -0.4554
C -2.3375 0.2795 1.8864
C -3.1098 -0.9358 -0.6697
C 3.1295 -0.6614 1.6409
C 1.4272 1.3028 2.7861
C 0.8081 -1.2515 3.2940
C -1.0353 -3.8700 -0.8030
C -1.6888 -2.9589 1.7329
C 0.8834 -3.9229 0.9996
H 1.8561 -0.6772 -2.7184
H -0.4783 -1.5131 -2.7033
H -2.4923 1.7780 -1.5341
H -2.1738 2.5247 0.0541
H -3.6558 1.6300 -0.2190
H -1.6051 0.8823 2.4465
H -2.4942 -0.6849 2.3922
H -3.2949 0.8297 1.9096
H -2.8001 -1.2111 -1.6813
H -4.0326 -0.3513 -0.7867
H -3.3846 -1.8430 -0.1256
H 3.6806 -0.3633 2.5435
H 3.5370 -0.0982 0.7940
H 3.2799 -1.7311 1.4472
H 2.0905 1.1753 3.6614
H 0.4200 1.5580 3.1503
H 1.7902 2.1444 2.1747
H 1.3741 -0.9200 4.1809
H 0.9541 -2.3296 3.1546
H -0.2524 -1.0492 3.5016
H -1.3247 -4.7780 -0.2596
H -0.2394 -4.1199 -1.5142
H -1.8970 -3.4837 -1.3536
H -1.8204 -4.0340 1.8759
H -2.6408 -2.5353 1.4151
H -1.4433 -2.5175 2.7001
H 1.0413 -4.6624 0.2039
H 0.4952 -4.4656 1.8792
H 1.8618 -3.5051 1.2849
C 2.9942 -3.7027 -2.4858
C 4.0383 -4.6740 -2.3559
C 4.2596 -5.6267 -3.3625
C 3.4888 -5.6271 -4.5340
C 2.4651 -4.6751 -4.6810
C 2.2755 -3.6753 -3.7012
S 2.8353 -2.4102 -1.2914
H 1.3371 -2.0791 -0.8491
H 4.6829 -4.6123 -1.4538
H 5.0518 -6.3856 -3.2468
H 3.7426 -6.3085 -5.3560
H 1.8325 -4.6760 -5.5738
H 1.6145 -2.8164 -3.8662
C 0.1329 6.0512 2.7364
C -0.7355 4.9561 2.8104
C -0.5912 3.8679 1.9389
C 0.4446 3.8587 0.9790
C 1.2826 4.9759 0.8855
C 1.1387 6.0620 1.7618
As 0.6987 2.3812 -0.3389
C -0.2456 3.2736 -1.8625
C -0.3611 2.6847 -3.1246
C -1.0559 3.2774 -4.1646
C -1.7184 4.4802 -3.9384
C -1.6445 5.0705 -2.6777
C -0.8882 4.4986 -1.6512
C 2.5591 2.7814 -0.8837
C 2.9073 3.2508 -2.1561
C 4.2620 3.3395 -2.5153
C 5.2652 2.9973 -1.6035
C 4.9077 2.6185 -0.3062
C 3.5627 2.5320 0.0639
H 0.0308 6.8968 3.4239
H -1.5375 4.9565 3.5586
H -1.2916 3.0343 2.0190
H 2.0466 5.0108 0.1095
H 1.8120 6.9156 1.6677
H 0.0850 1.7269 -3.3603
H -1.0592 2.7808 -5.1297
H -2.2565 4.9519 -4.7537
H -2.1711 6.0003 -2.4798
H -0.8195 5.0016 -0.6893
H 2.1228 3.5351 -2.8605
H 4.5204 3.6652 -3.5221
H 6.3166 3.0287 -1.9013
H 5.6692 2.3680 0.4311
H 3.2995 2.2454 1.0821
*
```

Output
Energy above the lowest of the compared OMol25 structures with the same formula, charge and spin = 130.7 kJ/mol
Max |F| = 0.078 Eh/bohr
Orbital gap (spin up / spin down) = 6.373 / 3.249 eV

4.
Formula: C27H52ClN5O2PS
Source: the Open Molecules 2025 dataset
Level of theory: ωB97M-V/def2-TZVPD

Geometry as ORCA input:
```
! wB97M-V def2-TZVPD RIJCOSX def2/J DEFGRID3
* xyz 1 1
C -3.0465 -1.8732 -3.2623
O -2.5639 -3.2142 -3.6165
C -3.2882 -4.2846 -2.9196
C -3.8381 -5.3924 -4.0458
C -2.6944 -6.4801 -4.4887
C -1.6491 -5.8608 -5.6379
C -0.1467 -6.3147 -5.1642
C 1.0847 -5.4996 -5.8762
S 0.8201 -3.6468 -6.0314
P 2.4409 -2.6354 -5.0089
O 2.0999 -2.8798 -3.3099
Cl 2.3676 -0.5489 -5.3989
H -3.4760 -1.3412 -4.2168
H -2.0823 -1.2410 -2.9519
H -3.7669 -1.8234 -2.3422
H -4.2400 -3.9485 -2.3294
H -2.5647 -4.8650 -2.1680
H -4.3828 -4.8524 -4.9302
H -4.6827 -6.0112 -3.4744
H -3.1905 -7.4758 -4.9189
H -2.0796 -6.7501 -3.5096
H -1.9386 -6.3497 -6.6867
H -1.8423 -4.7040 -5.6396
H -0.0196 -7.4562 -5.4897
H 0.0066 -6.3198 -3.9826
H 1.4324 -5.9634 -6.9191
H 2.0306 -5.6371 -5.1612
H 0.9697 -3.3740 -7.4286
H 2.8533 -3.4542 -2.9837
C 4.2877 -1.0702 1.4180
C 3.5696 -0.3939 0.2543
C 3.4018 -1.3138 -0.9566
C 4.7671 -1.7474 -1.4652
N 5.8997 -2.1069 -1.8871
H 5.3081 -1.3610 1.1491
H 4.3593 -0.3860 2.2694
H 3.7480 -1.9664 1.7446
H 4.1301 0.5033 -0.0349
H 2.5815 -0.0618 0.5913
H 2.8704 -0.7881 -1.7569
H 2.8188 -2.2014 -0.6878
C -5.6413 0.5838 -0.4204
C -6.5847 1.4466 -1.2527
C -7.5115 0.6215 -2.1477
C -6.6850 -0.2036 -3.1207
N -5.9994 -0.8879 -3.9279
H -4.9655 -0.0013 -1.0521
H -5.0191 1.2136 0.2235
H -6.2026 -0.1079 0.2181
H -5.9888 2.1330 -1.8665
H -7.1916 2.0613 -0.5788
H -8.1760 1.2840 -2.7123
H -8.1330 -0.0488 -1.5441
C 4.3489 3.6547 2.2828
C 2.9678 4.1907 1.9194
C 1.8456 3.5445 2.7343
C 1.8243 2.0459 2.4807
N 1.8066 0.8028 2.2702
H 4.4356 2.5842 2.0711
H 5.1204 4.1645 1.6971
H 4.5651 3.8151 3.3452
H 2.7933 4.0250 0.8494
H 2.9522 5.2737 2.0845
H 0.8789 3.9715 2.4469
H 1.9928 3.7270 3.8043
C -3.8866 4.5753 1.8103
C -2.6239 3.7250 1.9083
C -2.2373 3.3982 3.3521
C -1.9701 4.6850 4.1159
N -1.7482 5.7524 4.7494
H -3.7548 5.5513 2.2881
H -4.1402 4.7595 0.7615
H -4.7369 4.0712 2.2836
H -1.8006 4.2544 1.4134
H -2.7817 2.7901 1.3594
H -1.3358 2.7768 3.3681
H -3.0407 2.8441 3.8495
C 5.6713 4.9839 7.7051
C 4.7532 3.7802 7.8925
C 5.3597 2.4807 7.3595
C 5.6261 2.6118 5.8687
N 5.8469 2.7207 4.6320
H 5.8649 5.1838 6.6465
H 5.2097 5.8829 8.1257
H 6.6323 4.8264 8.2081
H 3.7996 3.9798 7.3886
H 4.5351 3.6623 8.9596
H 4.6703 1.6469 7.5294
H 6.2994 2.2548 7.8750
*
```

Output
Max |F| = 0.200 Eh/bohr
Orbital gap = 7.322 eV

5.
Formula: C5H12O
Source: the Open Molecules 2025 dataset
Level of theory: ωB97M-V/def2-TZVPD

Geometry as ORCA input:
```
! wB97M-V def2-TZVPD RIJCOSX def2/J DEFGRID3
* xyz 0 1
C -0.7632 0.5704 1.5771
C 0.1210 -1.5345 1.1044
O 0.4591 -1.3333 -0.1783
C -0.1951 -0.3939 -0.8503
C 0.5813 1.1627 0.2247
C 0.2935 -0.1906 -2.2495
H -1.1438 1.5798 1.3742
H -0.3486 0.5605 2.5859
H -1.6379 -0.0764 1.5110
H 0.9115 -2.0634 1.6348
H -0.8869 -1.9115 1.2755
H -1.2752 -0.3552 -0.6972
H 0.2208 1.9096 -0.4947
H 1.5312 0.7225 -0.1016
H 0.8708 1.7438 1.1137
H -0.0152 -1.0019 -2.9203
H 1.3871 -0.1344 -2.2625
H -0.1104 0.7460 -2.6470
*
```

Output
Energy above the lowest of the compared OMol25 structures with the same formula, charge and spin = 699.2 kJ/mol
Max |F| = 0.007 Eh/bohr
Orbital gap (spin up / spin down) = 7.846 / 7.848 eV

6.
Formula: C5H6N
Source: the Open Molecules 2025 dataset
Level of theory: ωB97M-V/def2-TZVPD

Geometry as ORCA input:
```
! wB97M-V def2-TZVPD RIJCOSX def2/J DEFGRID3
* xyz 1 1
C -0.9113 -1.0993 0.1976
C 1.3495 0.0631 0.1052
C -0.7192 1.2093 -0.1539
C -1.2060 -0.0439 -0.5383
C 0.5539 1.1795 0.2986
N 2.1370 -0.7080 -0.2127
H -1.4665 -2.0322 0.0142
H -1.2308 2.1968 -0.1519
H -2.1473 -0.1371 -1.0749
H -0.1557 -1.0883 1.0054
H 1.0255 1.9766 0.8479
H 2.7710 -1.5165 -0.3372
*
```

Output
SMILES = C=C/C=C\C#[NH+]
Energy above the lowest of the compared OMol25 structures with the same formula, charge and spin = 268.0 kJ/mol
Max |F| = 0.063 Eh/bohr
Orbital gap = 9.140 eV

M readings, ordered: 345.27; 324.32; 858.92; 577.24; 88.15; 80.11 g/mol
Calculated total energy readings, ordered: -1382.22428; -1302.60799; -5099.52576; -2683.40311; -272.68236; -248.51362 a.u.